No. 1
The following is a DFT calculation (wB97M-V/def2-TZVPD) of a structure of composition C28H78AsF9N7O11 in a non-equilibrium geometry.

Geometry as XYZ:
```
134
Properties=species:S:1:pos:R:3:mulliken_charge:R:1
C 2.377 4.087 0.020 -1.204
C 1.114 4.717 0.612 0.719
C 1.117 6.204 0.460 -1.029
O -0.079 6.628 1.092 -0.305
C -0.144 8.015 1.371 -0.783
N -0.079 4.059 0.046 0.504
H -0.369 3.165 0.479 -0.249
H -0.885 4.679 0.264 0.571
H -0.052 3.979 -0.971 0.341
H 2.481 4.219 -1.061 0.436
H 2.366 3.006 0.191 -0.123
H 3.274 4.481 0.493 0.524
H 1.221 4.452 1.664 0.020
H 1.054 6.580 -0.573 0.402
H 2.007 6.655 0.909 0.486
H 0.615 8.294 2.107 0.313
H -1.124 8.195 1.801 0.258
H -0.023 8.632 0.477 0.319
C -5.282 -1.362 -1.469 -1.227
C -4.237 -2.364 -1.061 0.718
C -4.048 -2.391 0.407 -0.514
O -3.237 -3.494 0.707 -0.464
C -2.543 -3.361 1.944 -0.326
N -4.587 -3.765 -1.567 -0.122
H -3.795 -4.400 -1.416 0.338
H -5.417 -4.184 -1.128 0.367
H -4.795 -3.652 -2.560 0.372
H -5.169 -0.521 -0.779 0.140
H -6.344 -1.606 -1.369 0.427
H -5.199 -1.032 -2.506 0.371
H -3.322 -2.175 -1.622 -0.348
H -4.998 -2.474 0.959 0.627
H -3.630 -1.440 0.765 0.146
H -1.738 -2.621 1.814 -0.157
H -2.010 -4.272 2.209 0.351
H -3.216 -3.093 2.761 0.375
C 4.598 1.838 2.124 -1.314
C 4.818 0.368 2.396 0.071
C 3.856 -0.168 3.413 0.053
O 4.127 -1.534 3.543 -0.371
C 3.234 -2.171 4.442 -0.641
N 4.677 -0.400 1.106 0.303
H 3.682 -0.489 0.812 -0.174
H 5.176 0.050 0.337 0.455
H 5.016 -1.353 1.296 0.431
H 5.260 2.178 1.325 0.502
H 4.819 2.468 2.985 0.519
H 3.551 2.025 1.867 -0.056
H 5.837 0.178 2.730 0.440
H 2.825 -0.040 3.038 -0.375
H 3.966 0.369 4.360 0.606
H 2.229 -2.210 4.016 0.124
H 3.202 -1.780 5.463 0.367
H 3.603 -3.193 4.533 0.279
C -2.920 1.785 -3.933 -1.313
C -1.624 1.318 -4.548 -0.003
C -0.592 1.096 -3.488 0.141
O 0.581 0.554 -4.033 -0.483
C 1.618 0.529 -3.031 -0.640
N -1.809 0.079 -5.340 -0.101
H -2.452 0.272 -6.125 0.440
H -0.949 -0.274 -5.773 0.373
H -2.277 -0.684 -4.841 0.275
H -3.562 2.320 -4.633 0.449
H -2.675 2.566 -3.208 0.252
H -3.484 1.061 -3.345 0.268
H -1.278 2.108 -5.213 0.236
H -1.009 0.435 -2.715 -0.060
H -0.340 2.058 -3.032 0.183
H 2.539 0.187 -3.491 0.316
H 1.382 -0.138 -2.204 0.122
H 1.676 1.566 -2.691 0.406
C 2.632 -3.992 -4.989 -1.441
C 1.304 -4.097 -4.294 -0.189
C 1.159 -3.025 -3.216 0.402
O -0.026 -3.284 -2.493 -0.516
C -0.293 -2.373 -1.446 0.856
N 0.217 -3.939 -5.306 -0.190
H -0.706 -3.940 -4.860 0.338
H 0.305 -3.077 -5.853 0.324
H 0.189 -4.692 -6.009 0.399
H 3.491 -4.242 -4.366 0.353
H 2.773 -2.970 -5.351 0.398
H 2.652 -4.668 -5.849 0.450
H 1.127 -5.035 -3.766 0.374
H 1.043 -2.014 -3.639 0.056
H 2.077 -3.130 -2.635 -0.276
H -0.427 -1.342 -1.817 -0.482
H 0.559 -2.238 -0.777 -0.527
H -1.182 -2.705 -0.924 0.387
C -0.933 -0.488 4.689 -1.726
C -1.912 0.505 4.108 1.501
C -2.833 1.127 5.117 -1.044
O -3.554 2.135 4.462 -0.148
C -4.584 2.707 5.238 -0.873
N -1.107 1.642 3.494 0.341
H -0.251 1.262 3.084 0.065
H -1.628 2.050 2.697 0.127
H -0.974 2.393 4.175 0.443
H -0.308 -0.001 5.446 0.393
H -0.251 -0.892 3.936 0.289
H -1.407 -1.350 5.157 0.490
H -2.447 0.065 3.266 -0.439
H -2.218 1.597 5.910 0.445
H -3.462 0.375 5.609 0.474
H -5.365 1.969 5.428 0.337
H -4.905 3.589 4.699 0.233
H -4.246 3.043 6.228 0.354
N 0.715 0.191 0.881 0.343
O 1.821 0.159 0.302 -0.951
O 0.256 -0.828 1.408 -0.320
O 0.070 1.283 0.963 -0.365
As -3.727 2.664 0.328 2.125
F -4.449 3.630 1.517 -0.483
F -2.177 2.765 1.155 -0.839
F -3.026 1.617 -0.891 -0.549
F -5.212 2.590 -0.507 -0.510
F -3.298 4.016 -0.655 -0.516
F -4.110 1.282 1.295 -0.468
C 4.622 -3.166 -1.113 -0.131
O 3.308 -3.772 -0.744 -0.428
O 5.209 -3.920 -1.929 -0.755
C 4.525 -1.685 -1.490 0.808
F 4.261 -1.474 -2.800 -0.314
F 3.534 -0.986 -0.812 -0.165
F 5.660 -1.033 -1.223 -0.390
C 2.707 -3.277 0.403 1.256
C 1.563 -4.128 0.870 -1.316
H 1.880 -5.098 1.248 0.519
H 1.000 -3.608 1.654 0.101
H 0.764 -4.318 0.147 0.161
H 2.347 -2.272 0.156 -0.625
H 3.467 -3.203 1.192 0.471
H 5.179 -3.215 -0.124 0.009
```

charge	+3
lowest unoccupied orbital energy	-8.22	eV
electronic energy	-148522.619	eV
ΔE to the lowest compared entry with this formula, charge and spin	0.0	kcal/mol
frontier orbital gap	4.0	eV



No. 2
The following is a DFT calculation (wB97M-V/def2-TZVPD) of an isolated molecule of C21H22ClN5O4 in a non-equilibrium geometry.

Geometry as XYZ:
```
53
Properties=species:S:1:pos:R:3:mulliken_charge:R:1
C -1.136 -1.806 -0.176 -1.378
C -2.586 -1.581 -0.516 0.795
O -2.993 -1.357 -1.636 -0.622
N -3.417 -1.684 0.565 -0.085
C -4.801 -1.470 0.569 0.272
C -5.613 -2.323 1.313 -0.465
C -6.986 -2.188 1.298 -0.571
C -7.577 -1.198 0.529 -0.599
C -6.782 -0.319 -0.181 -0.415
C -5.397 -0.427 -0.149 0.160
N -4.619 0.539 -0.826 -0.027
C -3.550 1.142 -0.255 0.330
O -3.332 1.124 0.936 -0.657
C -2.671 1.881 -1.271 -0.994
C -1.351 2.222 -0.651 0.817
C -1.344 3.382 0.294 -1.369
N -0.401 1.431 -0.937 -0.689
N 0.838 1.567 -0.418 0.206
C 1.821 0.678 -0.638 0.276
O 1.764 -0.358 -1.275 -0.703
C 3.122 1.119 0.050 0.680
O 3.180 2.145 0.706 -0.725
N 4.091 0.222 -0.201 0.013
C 5.426 0.198 0.197 0.705
C 5.956 1.213 0.987 -0.849
C 7.283 1.169 1.369 -0.592
C 8.087 0.119 0.968 -0.711
C 7.550 -0.888 0.180 0.672
Cl 8.607 -2.179 -0.292 -0.259
C 6.220 -0.882 -0.226 0.174
C 5.638 -1.970 -1.078 -1.604
H -0.510 -1.364 -0.947 0.256
H -0.934 -2.875 -0.136 0.450
H -0.892 -1.362 0.786 0.411
H -3.019 -2.006 1.435 0.228
H -5.150 -3.109 1.893 0.383
H -7.598 -2.864 1.877 0.388
H -8.651 -1.101 0.498 0.383
H -7.227 0.478 -0.758 0.435
H -4.707 0.564 -1.832 0.266
H -3.197 2.782 -1.595 0.468
H -2.507 1.216 -2.119 0.534
H -1.972 3.114 1.144 0.277
H -1.781 4.256 -0.185 0.336
H -0.352 3.641 0.657 0.367
H 1.094 2.356 0.183 0.359
H 3.762 -0.548 -0.782 0.197
H 5.320 2.026 1.295 0.511
H 7.693 1.956 1.981 0.387
H 9.124 0.074 1.259 0.422
H 6.393 -2.717 -1.304 0.411
H 5.268 -1.568 -2.021 0.375
H 4.814 -2.466 -0.564 0.372
```

lowest unoccupied orbital energy	0.17	eV
electronic energy	-50298.757	eV
ΔE to the lowest compared entry with this formula, charge and spin	2.4	kcal/mol
frontier orbital gap	9.0	eV
structure (SMILES)	CC(=O)Nc1ccccc1NC(=O)C/C(C)=N/NC(=O)C(=O)Nc1cccc(Cl)c1C



No. 3
The following is a DFT calculation (wB97M-V/def2-TZVPD) of an isolated molecule of C3H3N3O in a non-equilibrium geometry.

Geometry as XYZ:
```
10
Properties=species:S:1:pos:R:3:mulliken_charge:R:1
H 0.330 2.050 -0.849 0.240
N 0.301 1.594 0.066 -0.379
N -0.755 0.972 0.373 -0.120
C -0.898 -0.222 0.842 -0.035
N -0.150 -1.225 0.461 -0.449
C 1.049 -1.025 -0.145 -0.175
C 1.989 -0.076 0.078 0.576
O 2.990 0.389 0.356 -0.318
H -1.723 -0.489 1.363 0.417
H 1.563 -1.874 -0.817 0.243
```

lowest unoccupied orbital energy (spin up / spin down)	-0.62 / -0.62	eV
electronic energy	-9672.935	eV
ΔE to the lowest compared entry with this formula, charge and spin	104.2	kcal/mol
frontier orbital gap (spin up / spin down)	7.7 / 7.7	eV
structure (SMILES)	[H]/N=N/C=N\C=C=O



No. 4
The following is a DFT calculation (wB97M-V/def2-TZVPD) of a cluster of 4 separate species, C3H14O4 in total in a non-equilibrium geometry.

Geometry as XYZ:
```
21
Properties=species:S:1:pos:R:3:mulliken_charge:R:1
C 0.766 -2.407 1.547 -0.969
C -0.113 -2.580 0.223 -0.283
C 0.402 -1.676 -0.930 -0.696
O 0.297 -0.302 -0.497 -0.469
H 0.052 -2.081 2.321 0.216
H 1.210 -3.384 1.746 0.334
H 1.577 -1.741 1.285 0.293
H -1.191 -2.421 0.396 0.323
H -0.009 -3.650 -0.032 0.287
H -0.146 -1.728 -1.804 0.355
H 1.530 -1.749 -0.969 0.327
H 1.145 0.085 -0.141 0.316
O -0.381 2.988 -0.852 -0.668
H -1.122 2.420 -1.078 0.357
H 0.052 3.062 -1.708 0.318
O -2.448 1.078 -0.682 -0.726
H -2.066 1.317 0.170 0.352
H -1.651 0.646 -1.062 0.318
O 1.476 1.793 1.292 -0.631
H 2.055 2.530 1.232 0.298
H 0.831 2.021 0.598 0.346
```

lowest unoccupied orbital energy	0.60	eV
electronic energy	-11527.447	eV
ΔE to the lowest compared entry with this formula, charge and spin	26.8	kcal/mol
frontier orbital gap	11.1	eV
structure (SMILES)	CCCO.O.O.O



Question: Which of these has the highest electronic energy?
Answer: C3H3N3O